## P
{
  "formula": "H3NS2",
  "method": "the ωB97M-V functional and the def2-TZVPD basis",
  "charge": 0,
  "homo_lumo_gap_ev": 9.68,
  "smiles": "NSS",
  "symbols": ["N", "S", "S", "H", "H", "H"],
  "coordinates": [[1.0195, 0.1236, 0.3825], [-1.9361, -0.4383, 0.0293], [-0.4665, 0.9470, -0.1336], [1.5440, 0.1414, -0.4545], [1.3264, 0.5663, 1.2301], [-1.4872, -1.3400, -1.0538]],
  "mulliken_charge": [-0.52, -0.18, -0.01, 0.27, 0.27, 0.17]
}

## Q
{
  "formula": "H3NS2",
  "method": "the ωB97M-V functional and the def2-TZVPD basis",
  "charge": 0,
  "homo_lumo_gap_ev": 8.31,
  "symbols": ["N", "S", "S", "H", "H", "H"],
  "coordinates": [[-0.5224, 0.1533, -1.5456], [0.7102, 0.8385, 1.5485], [0.2144, -0.4996, -0.3814], [-0.0550, 0.8220, -2.1402], [0.7088, -0.3586, 2.1647], [-1.0560, -0.9556, 0.3539]],
  "mulliken_charge": [-0.45, -0.29, 0.14, 0.24, 0.13, 0.23]
}

How far above the most stable structure does each one sit? In kJ/mol: P 0.0; Q 207.4.

## P
{
  "formula": "C30H20Cl3CoIN2O4PS",
  "method": "the ωB97M-V functional and the def2-TZVPD basis",
  "charge": 0,
  "homo_lumo_gap_ev": [7.45, 7.55],
  "symbols": ["Co", "O", "N", "C", "C", "C", "C", "C", "S", "H", "H", "H", "H", "I", "C", "C", "C", "C", "C", "C", "C", "C", "C", "P", "C", "C", "C", "C", "C", "C", "C", "C", "C", "C", "C", "C", "C", "H", "H", "H", "H", "H", "H", "H", "H", "H", "H", "H", "H", "H", "H", "H", "H", "Cl", "C", "Cl", "Cl", "C", "O", "O", "O", "C", "N"],
  "coordinates": [[0.5079, -1.0991, 0.9955], [2.1235, -0.3513, 1.9619], [1.9706, -0.3923, 3.2920], [3.0865, -0.5218, 4.0338], [3.0191, -0.4931, 5.3998], [1.7699, -0.3389, 6.0082], [0.6449, -0.2321, 5.2317], [0.7426, -0.2707, 3.8353], [-0.5670, -0.1864, 2.7470], [3.9889, -0.6419, 3.4545], [3.9268, -0.5992, 5.9735], [1.6878, -0.3176, 7.0854], [-0.3396, -0.1340, 5.6649], [3.2976, 0.3893, -0.5394], [2.6911, 0.1281, -2.4974], [3.6108, -0.3683, -3.3817], [3.3503, -0.4007, -4.7613], [2.2035, 0.1642, -5.2279], [1.2421, 0.6969, -4.3366], [0.1354, 1.3916, -4.8791], [-0.7766, 1.9794, -4.0607], [-0.6857, 1.7507, -2.6777], [0.3232, 1.0135, -2.0936], [-0.2609, 0.5180, -0.3960], [-0.5836, 2.1478, 0.3546], [0.5328, 2.8482, 0.8129], [0.3866, 4.0960, 1.3898], [-0.8751, 4.6613, 1.5175], [-1.9862, 3.9747, 1.0578], [-1.8442, 2.7217, 0.4767], [-1.8725, -0.2328, -0.8048], [-2.0550, -0.9009, -2.0142], [-3.2279, -1.5958, -2.2589], [-4.2348, -1.6233, -1.3070], [-4.0565, -0.9734, -0.0955], [-2.8756, -0.2972, 0.1610], [1.4129, 0.5858, -2.9264], [4.5691, -0.7078, -3.0133], [4.0859, -0.8152, -5.4360], [2.0069, 0.2322, -6.2901], [0.0558, 1.4724, -5.9558], [-1.6031, 2.5545, -4.4547], [-1.5030, 2.1133, -2.0689], [1.5168, 2.4076, 0.7227], [1.2592, 4.6298, 1.7413], [-0.9885, 5.6379, 1.9691], [-2.9727, 4.4108, 1.1444], [-2.7212, 2.2070, 0.1092], [-1.2748, -0.9075, -2.7633], [-3.3439, -2.1266, -3.1941], [-5.1509, -2.1653, -1.5021], [-4.8233, -1.0113, 0.6661], [-2.7394, 0.1610, 1.1326], [-2.2217, -5.1182, 1.3583], [-0.9140, -4.4586, 2.3321], [-1.5221, -4.0269, 3.9466], [0.3885, -5.6345, 2.4790], [-0.3982, -3.1434, 1.7238], [0.7611, -2.7663, 2.0209], [-1.1598, -2.4415, 1.0348], [0.5468, -3.1580, -2.6161], [0.7477, -2.5447, -1.6240], [0.9853, -1.8972, -0.6582]],
  "mulliken_charge": [0.61, -0.29, 0.20, -0.33, -0.74, -0.26, -0.81, 0.72, -0.50, 0.46, 0.42, 0.40, 0.48, 0.21, 0.31, -0.35, -0.90, -0.84, 0.45, -0.91, -1.10, -0.67, 1.01, 1.11, 0.99, -0.42, -0.73, -0.60, -0.89, -0.21, 1.11, -0.63, -0.84, -0.82, -0.89, -0.49, 0.37, 0.42, 0.40, 0.38, 0.40, 0.42, 0.26, 0.17, 0.43, 0.39, 0.44, 0.45, 0.39, 0.45, 0.40, 0.45, 0.43, -0.13, 0.65, -0.15, -0.13, -0.19, -0.54, -0.26, -0.67, 0.97, -0.44]
}

## Q
{
  "formula": "C30H20Cl3CoIN2O4PS",
  "method": "the ωB97M-V functional and the def2-TZVPD basis",
  "charge": 0,
  "homo_lumo_gap_ev": [7.43, 7.56],
  "symbols": ["Co", "O", "N", "C", "C", "C", "C", "C", "S", "H", "H", "H", "H", "I", "C", "C", "C", "C", "C", "C", "C", "C", "C", "P", "C", "C", "C", "C", "C", "C", "C", "C", "C", "C", "C", "C", "C", "H", "H", "H", "H", "H", "H", "H", "H", "H", "H", "H", "H", "H", "H", "H", "H", "Cl", "C", "Cl", "Cl", "C", "O", "O", "O", "C", "N"],
  "coordinates": [[0.5244, -1.1132, 0.9751], [2.1562, -0.3758, 1.9606], [1.9893, -0.4083, 3.2897], [3.0957, -0.5393, 4.0469], [3.0090, -0.5026, 5.4114], [1.7512, -0.3392, 6.0010], [0.6386, -0.2323, 5.2081], [0.7548, -0.2794, 3.8123], [-0.5366, -0.1980, 2.7034], [4.0048, -0.6664, 3.4800], [3.9090, -0.6094, 5.9969], [1.6539, -0.3110, 7.0767], [-0.3517, -0.1278, 5.6266], [3.2810, 0.3681, -0.5339], [2.6991, 0.1416, -2.4973], [3.6297, -0.3350, -3.3815], [3.3807, -0.3493, -4.7648], [2.2323, 0.2112, -5.2313], [1.2598, 0.7234, -4.3392], [0.1504, 1.4155, -4.8815], [-0.7710, 1.9864, -4.0634], [-0.6856, 1.7456, -2.6810], [0.3247, 1.0094, -2.0992], [-0.2631, 0.5089, -0.4037], [-0.5822, 2.1407, 0.3451], [0.5375, 2.8485, 0.7836], [0.3942, 4.0984, 1.3562], [-0.8680, 4.6605, 1.4975], [-1.9820, 3.9675, 1.0552], [-1.8426, 2.7113, 0.4793], [-1.8777, -0.2431, -0.8079], [-2.0734, -0.8944, -2.0247], [-3.2475, -1.5887, -2.2664], [-4.2425, -1.6338, -1.3031], [-4.0510, -1.0042, -0.0831], [-2.8687, -0.3289, 0.1690], [1.4216, 0.5962, -2.9305], [4.5871, -0.6736, -3.0102], [4.1254, -0.7477, -5.4395], [2.0422, 0.2916, -6.2939], [0.0766, 1.5081, -5.9577], [-1.5994, 2.5594, -4.4566], [-1.5071, 2.0980, -2.0720], [1.5226, 2.4112, 0.6814], [1.2695, 4.6374, 1.6932], [-0.9790, 5.6396, 1.9441], [-2.9692, 4.4001, 1.1506], [-2.7217, 2.1923, 0.1243], [-1.3024, -0.8883, -2.7822], [-3.3731, -2.1056, -3.2080], [-5.1592, -2.1757, -1.4955], [-4.8065, -1.0581, 0.6887], [-2.7216, 0.1097, 1.1479], [-2.2496, -5.1214, 1.4581], [-0.9202, -4.4496, 2.3933], [-1.4969, -3.9875, 4.0119], [0.3813, -5.6289, 2.5344], [-0.4091, -3.1512, 1.7515], [0.7622, -2.7804, 2.0183], [-1.1741, -2.4545, 1.0619], [0.4388, -3.1887, -2.6137], [0.6784, -2.5694, -1.6339], [0.9507, -1.9199, -0.6786]],
  "mulliken_charge": [0.55, -0.31, 0.19, -0.34, -0.74, -0.28, -0.79, 0.70, -0.47, 0.46, 0.41, 0.40, 0.49, 0.21, 0.33, -0.37, -0.89, -0.84, 0.49, -0.91, -1.10, -0.67, 1.00, 1.13, 0.99, -0.41, -0.73, -0.61, -0.87, -0.21, 1.14, -0.63, -0.84, -0.82, -0.86, -0.51, 0.32, 0.42, 0.40, 0.38, 0.39, 0.42, 0.27, 0.16, 0.43, 0.39, 0.44, 0.45, 0.40, 0.45, 0.39, 0.45, 0.42, -0.13, 0.64, -0.15, -0.13, -0.16, -0.54, -0.25, -0.67, 0.96, -0.45]
}

How far above the most stable structure does each one sit? In kJ/mol: P 0.0; Q 8.4.

## P
{
  "formula": "C8H12NOP",
  "method": "the ωB97M-V functional and the def2-TZVPD basis",
  "charge": 0,
  "homo_lumo_gap_ev": 9.82,
  "symbols": ["C", "C", "C", "C", "C", "C", "C", "C", "N", "O", "P", "H", "H", "H", "H", "H", "H", "H", "H", "H", "H", "H", "H"],
  "coordinates": [[-3.6259, -0.8638, -0.2407], [-2.7904, -1.1317, -1.2814], [-3.0487, -0.3213, 0.9134], [-1.4501, -1.0982, -1.2914], [-1.6782, -0.3147, 0.9727], [-0.9000, -0.6463, -0.1394], [3.0344, 1.4906, 0.6922], [2.0803, 0.4682, 1.2551], [1.8856, -0.5656, -1.4983], [2.1113, -2.0257, 0.6511], [1.4400, -0.8379, 0.1132], [-4.7560, -0.8815, -0.3016], [-3.1983, -1.8376, -2.1227], [-3.6065, -0.0788, 1.8511], [-0.7726, -1.1981, -2.1311], [-1.2731, 0.0813, 1.8713], [3.8067, 0.8575, 0.1404], [2.4535, 2.2880, 0.0523], [3.5041, 2.0505, 1.4299], [1.2716, 0.7343, 1.9940], [2.6419, -0.3202, 1.9083], [1.3462, 0.1052, -1.9813], [1.7207, -1.4632, -1.9502]],
  "mulliken_charge": [-0.40, -0.28, -0.45, -0.29, -0.36, 0.35, -1.04, -0.49, -0.63, -0.72, 0.82, 0.30, 0.18, 0.31, 0.29, 0.28, 0.28, 0.23, 0.42, 0.34, 0.31, 0.28, 0.27]
}

## Q
{
  "formula": "C8H12NOP",
  "method": "the ωB97M-V functional and the def2-TZVPD basis",
  "charge": 0,
  "homo_lumo_gap_ev": 8.41,
  "symbols": ["C", "C", "C", "C", "C", "C", "C", "C", "N", "O", "P", "H", "H", "H", "H", "H", "H", "H", "H", "H", "H", "H", "H"],
  "coordinates": [[-0.8797, 0.9736, 0.1284], [-0.0782, -0.0708, 0.2012], [-2.3294, 0.8951, -0.2191], [1.4015, -0.1365, 0.3083], [-0.6939, -1.4697, 0.0278], [1.9842, 0.7125, -0.7989], [-2.2589, -1.5752, -0.0374], [3.2281, 1.1745, -0.5241], [-2.8879, -0.2498, -0.2017], [-2.8402, 1.9089, -0.6601], [-0.1990, 2.6526, 0.5417], [1.8511, 0.2119, 1.2731], [1.6063, -1.1855, -0.0951], [-0.2370, -1.9815, -0.7659], [-0.4173, -2.0793, 1.0297], [1.6581, 0.4419, -1.8639], [1.5594, 1.7926, -0.6727], [-2.6680, -2.2081, -0.8664], [-2.5921, -2.0216, 0.8776], [3.7970, 1.6755, -1.3619], [-3.8790, -0.1882, -0.2871], [0.0092, 2.6256, -0.8622], [-1.3523, 3.3038, 0.4565]],
  "mulliken_charge": [0.74, 0.01, 0.26, -0.70, -0.84, 0.02, -0.64, -0.83, -0.14, -0.67, -0.07, 0.38, 0.30, 0.44, 0.27, 0.35, -0.03, 0.27, 0.29, 0.18, 0.23, 0.13, 0.03]
}

How far above the most stable structure does each one sit? In kJ/mol: P 0.0; Q 448.7.

## P
{
  "formula": "C4H7Cl3Si",
  "method": "the ωB97M-V functional and the def2-TZVPD basis",
  "charge": 0,
  "homo_lumo_gap_ev": 10.08,
  "symbols": ["C", "C", "C", "C", "Si", "Cl", "Cl", "Cl", "H", "H", "H", "H", "H", "H", "H"],
  "coordinates": [[-1.4179, 0.4765, -1.2468], [-0.7504, 0.3644, -0.1387], [-1.4834, 1.1391, 1.6554], [1.9317, -0.8612, -1.2627], [0.7620, -0.6638, 0.4108], [-1.5742, -0.1411, 2.8374], [1.1639, -1.6220, -2.6737], [3.4493, -1.7389, -0.7292], [-0.8765, -0.0803, -2.0098], [-2.2631, 1.1517, -1.2326], [-0.8659, 1.8847, 1.9157], [-2.3540, 1.5928, 1.5045], [2.3199, 0.1656, -1.3908], [0.4026, -1.9890, 1.1737], [1.5561, 0.3213, 1.1868]],
  "mulliken_charge": [-0.33, 0.00, -0.80, -0.20, 0.40, -0.17, -0.17, -0.19, 0.09, 0.29, 0.42, 0.44, 0.32, -0.06, -0.07]
}

## Q
{
  "formula": "C4H7Cl3Si",
  "method": "the ωB97M-V functional and the def2-TZVPD basis",
  "charge": 0,
  "homo_lumo_gap_ev": 9.33,
  "symbols": ["C", "C", "C", "C", "Si", "Cl", "Cl", "Cl", "H", "H", "H", "H", "H", "H", "H"],
  "coordinates": [[-1.5085, -0.9412, 0.7455], [-2.6467, -0.5389, 0.2438], [0.7548, 0.2804, -1.7798], [1.8640, -0.0644, 1.2570], [0.5903, 0.6416, 0.0533], [-4.2686, -1.2798, 0.3483], [-2.7127, 0.8493, -0.8246], [0.2377, 2.6126, 0.5773], [-1.4169, -1.7293, 1.3571], [1.9108, 0.4427, -2.1305], [0.5218, -0.7894, -2.0215], [0.2065, 1.1232, -2.4143], [2.3520, -0.9682, 0.8840], [2.7690, 0.6405, 1.4429], [1.3466, -0.2792, 2.2614]],
  "mulliken_charge": [-0.94, 0.53, -0.84, -0.94, 0.65, -0.20, -0.20, -0.24, 0.42, 0.31, 0.31, 0.26, 0.31, 0.30, 0.27]
}

How far above the most stable structure does each one sit? In kJ/mol: P 231.0; Q 0.0.